(1)
Formula: C18H25N3O2
Source: the OMol25 dataset
Level of theory: the ωB97M-V functional and the def2-TZVPD basis

The LUMO energy is 0.015 Eh. Its HOMO energy is -8.17 eV. The calculation puts the HOMO-LUMO gap at 8.593 eV.

```
! RIJCOSX wB97M-V def2-TZVPD def2/J DEFGRID3
* xyz 0 1
C -1.17296 1.39217 0.08816
C -0.98828 1.87404 -1.34546
N 0.37306 1.71440 -1.82918
C 0.56652 2.35617 -3.11979
C 0.79820 3.85792 -2.96645
C 0.89422 0.36351 -1.75983
C 0.14471 -0.69190 -2.59195
C 0.84040 -2.05476 -2.55433
N 0.89341 -2.60464 -1.21869
C -0.07736 -3.38665 -0.72647
O -1.02250 -3.81328 -1.35584
C 0.11978 -3.70683 0.76939
N -0.22823 -2.55340 1.57844
C -1.49935 -2.42633 2.05524
C -1.88821 -1.37448 2.80427
C -0.94959 -0.34800 3.11927
C -1.27760 0.77213 3.89472
C -0.33699 1.73956 4.15547
C 0.95932 1.62217 3.65198
C 1.30358 0.53238 2.88852
C 0.35964 -0.46334 2.61584
C 0.74408 -1.59223 1.78424
O 1.85100 -1.71816 1.26574
H -0.37476 1.77693 0.71737
H -2.12404 1.75083 0.47475
H -1.17594 0.30674 0.14873
H -1.72049 1.36881 -2.00129
H -1.20803 2.94370 -1.37750
H -0.28770 2.18515 -3.79702
H 1.45318 1.92027 -3.58566
H 1.07397 4.28858 -3.92591
H -0.09433 4.36402 -2.60938
H 1.60112 4.03235 -2.25587
H 0.90207 0.06766 -0.70912
H 1.93613 0.40381 -2.09236
H -0.87123 -0.81344 -2.21255
H 0.08347 -0.36221 -3.63078
H 0.28426 -2.76367 -3.17347
H 1.86276 -1.96989 -2.93112
H 1.58110 -2.23256 -0.56994
H -0.52181 -4.54650 1.03837
H 1.16755 -3.95440 0.95803
H -2.17606 -3.22349 1.78706
H -2.90076 -1.30435 3.16499
H -2.28174 0.86328 4.28227
H -0.60054 2.60003 4.75290
H 1.68790 2.39046 3.86186
H 2.29710 0.41745 2.48236
*
```



(2)
Formula: C18H25N3O2
Source: the OMol25 dataset
Level of theory: the ωB97M-V functional and the def2-TZVPD basis

The LUMO energy is 0.026 Eh. Its HOMO energy is -7.55 eV. The calculation puts the HOMO-LUMO gap at 8.253 eV.

```
! RIJCOSX wB97M-V def2-TZVPD def2/J DEFGRID3
* xyz 0 1
C -7.71382 -0.63040 -0.58477
C -6.17244 -0.50269 -0.31950
C -5.34179 0.68724 -0.33405
C -4.15931 0.10366 0.09258
C -2.96592 0.58512 0.17365
C -1.96264 -0.08295 0.78930
C -2.13687 -1.50018 1.14330
C -3.27463 -1.99295 0.67288
C -4.38405 -1.23107 0.26042
N -5.57868 -1.65382 0.07436
H -6.06420 -2.33279 0.18481
H -3.46322 -2.97428 0.89185
H -1.18226 -2.12075 1.23367
C -0.59007 0.79675 0.97502
O -0.54932 1.85281 1.17084
N 0.42167 -0.07869 0.81763
H 0.41279 -1.10058 0.29062
C 1.78716 0.45306 0.81407
C 2.41701 1.05606 -0.71311
C 3.74203 1.44528 -0.47611
N 4.60064 0.31940 -0.24460
C 4.83176 -0.53041 -1.05511
C 5.75857 -1.66598 -0.57171
O 6.89806 -1.27370 0.12885
C 6.68337 -0.20819 0.71979
C 5.97657 0.83159 0.40473
H 5.67754 1.31368 1.22841
H 6.54347 1.49761 -0.37012
H 7.57265 -0.08907 1.46116
H 6.14108 -0.89184 1.84023
H 6.06400 -2.37347 -1.46068
H 5.12566 -2.32626 0.00213
H 4.05179 -0.97697 -1.60577
H 5.50553 -0.27713 -2.04658
H 3.81962 2.14538 0.13497
H 4.11879 1.99364 -1.54148
H 1.72453 1.78534 -1.17197
H 2.19538 0.14399 -1.08909
H 1.76793 1.41243 1.41924
H 2.39941 -0.10880 1.23301
H -2.78519 1.74574 0.33040
C -5.95694 2.08173 -0.42284
H -5.64078 2.62865 0.18778
H -5.30080 2.17376 -1.51479
H -6.98188 2.19689 -0.94256
H -7.73692 -1.41349 -1.49188
H -8.08815 0.21493 -0.94607
H -8.20711 -1.12827 0.22706
*
```



Most stable: (1) (next structure +0.6565 hartree)



(1)
Formula: C2H5NO
Source: the OMol25 dataset
Level of theory: the ωB97M-V functional and the def2-TZVPD basis

The LUMO energy (spin up / spin down) is 0.167 / 0.165 Eh. Its HOMO energy (spin up / spin down) is 0.75 / -3.86 eV. The calculation puts the HOMO-LUMO gap (spin up / spin down) at 3.780 / 8.359 eV.

```
! RIJCOSX wB97M-V def2-TZVPD def2/J DEFGRID3
* xyz -1 2
C -0.65770 1.26472 -1.69560
N 0.01482 0.06793 -1.61259
H -0.30375 2.31737 -1.63647
H -1.77622 1.01010 -1.72449
H 1.00867 0.03850 -1.56922
O 0.80031 -0.29998 1.93979
C -0.06757 -1.04668 1.44769
H 0.03010 -1.35167 0.30653
H -1.11339 -1.39823 1.88090
*
```



(2)
Formula: C2H5NO
Source: the OMol25 dataset
Level of theory: the ωB97M-V functional and the def2-TZVPD basis

The LUMO energy (spin up / spin down) is 0.171 / 0.167 Eh. Its HOMO energy (spin up / spin down) is 0.84 / -4.20 eV. The calculation puts the HOMO-LUMO gap (spin up / spin down) at 3.824 / 8.733 eV.

```
! RIJCOSX wB97M-V def2-TZVPD def2/J DEFGRID3
* xyz -1 2
C 0.01582 -1.67313 -1.59553
N 0.37942 -2.00474 -0.39339
H 0.59972 -2.05081 -2.44304
H -0.92166 -1.17137 -1.79518
H 1.18019 -2.62959 -0.43154
O -0.69537 2.15102 1.40993
C 0.18693 1.54477 0.76596
H 0.00459 0.49254 0.49774
H 1.18728 1.93250 0.50414
*
```



Most stable: (2) (next structure +0.0267 hartree)



(1)
Formula: C7H15N2
Source: the OMol25 dataset
Level of theory: the ωB97M-V functional and the def2-TZVPD basis

The LUMO energy is -0.108 Eh. Its HOMO energy is -13.10 eV. The calculation puts the HOMO-LUMO gap at 10.152 eV.

```
! RIJCOSX wB97M-V def2-TZVPD def2/J DEFGRID3
* xyz 1 1
C 1.41552 1.60518 -0.96357
C 0.44084 0.51271 -0.45145
C 0.13600 -0.72478 -0.81601
C 0.98648 -1.55386 -1.64093
N -0.78698 -1.23985 0.19920
C -0.13775 -1.88629 1.33168
C -1.42277 0.02181 0.66387
N -0.28464 0.88222 0.83441
C -0.65343 2.25476 0.90589
H 0.95319 2.56953 -0.62012
H 1.32038 1.39344 -2.03953
H 2.39406 1.33087 -0.57814
H 1.48569 -2.33499 -1.04357
H 1.71892 -1.03738 -2.23414
H 0.43792 -2.19016 -2.40140
H -1.60685 -1.83693 -0.12088
H 0.71141 -1.27426 1.55853
H -0.83579 -1.90974 2.20577
H 0.25017 -2.84921 0.97440
H -2.03219 -0.18982 1.63545
H -1.91725 0.46747 -0.23884
H -1.30332 2.47679 1.75693
H 0.12609 2.95985 0.90698
H -1.39570 2.55267 0.17545
*
```



(2)
Formula: C7H15N2
Source: the OMol25 dataset
Level of theory: the ωB97M-V functional and the def2-TZVPD basis

The LUMO energy is -0.214 Eh. Its HOMO energy is -12.00 eV. The calculation puts the HOMO-LUMO gap at 6.169 eV.

```
! RIJCOSX wB97M-V def2-TZVPD def2/J DEFGRID3
* xyz 1 1
C -0.17321 -0.74559 -0.69309
C -1.19891 0.19531 -1.13993
C 0.59894 1.63782 0.21746
C 4.42186 0.04382 0.65919
C -0.04483 0.73022 -0.31232
C 5.60603 -0.60109 0.03347
C -5.12639 -0.32129 1.09911
N 3.38431 0.47493 0.09355
N -4.93672 0.20745 -0.23353
H -0.35882 -1.40362 0.14534
H 0.58996 -1.07170 -1.38685
H -1.19154 0.54877 -2.16421
H -2.16770 0.22535 -0.65608
H 1.16261 2.39353 0.69375
H 4.44963 0.14588 1.74079
H 5.72569 -1.60490 0.44331
H 6.49879 -0.03835 0.30042
H 5.51650 -0.66176 -1.04984
H -4.74056 -1.34017 1.12890
H -4.57085 0.29064 1.80854
H -6.17494 -0.34565 1.42099
H 3.37349 0.38876 -0.92104
H -5.19829 1.18297 -0.30398
H -5.44504 -0.33135 -0.92395
*
```



Most stable: (1) (next structure +0.1094 hartree)



(1)
Formula: C6H9NO
Source: the OMol25 dataset
Level of theory: the ωB97M-V functional and the def2-TZVPD basis

The LUMO energy is 0.041 Eh. Its HOMO energy is -8.44 eV. The calculation puts the HOMO-LUMO gap at 9.552 eV.

```
! RIJCOSX wB97M-V def2-TZVPD def2/J DEFGRID3
* xyz 0 1
C 1.99254 -0.09126 -0.38278
O 1.36037 -1.30363 0.16705
C 0.00902 -0.85183 0.03753
C -1.51720 -1.08708 0.21559
N -1.85864 0.15137 -0.40756
C -0.76366 1.10826 -0.06386
C 0.96799 1.03576 -0.00547
C 0.06108 0.41381 0.90063
H 2.17994 -0.33106 -1.44496
H 2.93860 0.17324 0.21467
H 0.02276 -0.64970 -1.06892
H -1.79249 -1.13340 1.29116
H -1.81678 -2.05074 -0.34858
H -2.13552 0.02794 -1.33462
H -0.98732 2.19246 0.01364
H 1.35343 2.07653 0.23641
H -0.01412 0.31933 1.98006
*
```



(2)
Formula: C6H9NO
Source: the OMol25 dataset
Level of theory: the ωB97M-V functional and the def2-TZVPD basis

The LUMO energy is 0.030 Eh. Its HOMO energy is -8.57 eV. The calculation puts the HOMO-LUMO gap at 9.382 eV.

```
! RIJCOSX wB97M-V def2-TZVPD def2/J DEFGRID3
* xyz 0 1
O 1.48450 1.44491 -2.53142
C 0.95112 1.28365 -1.47801
C 0.38549 0.09131 -0.80907
C 1.09879 0.01868 0.63435
C -0.08802 -0.82466 1.40157
C -1.15582 -0.95473 0.35167
N -2.22036 -0.23100 -0.12714
C -0.97882 0.43484 -0.31516
H 0.82279 2.16244 -0.74854
H 0.41464 -0.74426 -1.47566
H 1.34585 1.01389 1.06869
H 2.20880 -0.46907 0.64035
H -0.33860 -0.10068 2.21528
H 0.34405 -1.78073 1.92579
H -0.99293 -1.87272 -0.31983
H -2.53823 -0.69261 -0.92498
H -0.74326 1.22076 0.49212
*
```



Most stable: (2) (next structure +0.0153 hartree)